Molecular formula: CH14Na6O10
Method: DFT, wB97M-V/def2-TZVPD

**Energy relative to the best compared isomer or geometry (same formula, charge and spin)**: 0.5944 eV
**HOMO energy**: -0.786 hartree
**Electronic energy**: -1771.3862 hartree
**Molecular weight**: 324.053 g mol⁻¹
**Charge**: +4

Last column: Löwdin charge in e.
Positions of all 31 atoms, in Å:
1 H 1.824 2.488 -2.109  0.080
2 H 2.491 -1.846 0.801  -0.033
3 H 3.191 -2.925 1.671  0.048
4 H -1.281 -0.297 -1.407  0.003
5 Na -0.552 3.665 -0.025  0.727
6 Na -0.311 2.380 3.363  0.866
7 O -0.176 1.309 1.048  -0.158
8 Na -2.683 1.122 1.839  0.773
9 H 0.657 1.649 -1.631  0.019
10 O -1.408 0.371 -2.089  -0.010
11 H -1.626 -0.102 -2.905  0.115
12 O 3.101 0.268 -0.977  0.013
13 H 3.867 0.347 -0.397  0.061
14 C 0.107 0.017 0.959  -0.821
15 H 0.564 -3.221 -1.329  0.057
16 O -2.746 2.355 -0.757  -0.027
17 O 0.412 -2.343 -1.695  -0.002
18 H -2.252 1.530 -0.960  0.006
19 O -0.714 -0.823 0.514  -0.057
20 H -2.729 -1.397 0.380  -0.022
21 O 2.961 -2.685 0.765  -0.001
22 O 1.256 -0.397 1.426  -0.161
23 H 2.370 -0.090 -0.467  -0.011
24 Na 2.491 1.796 1.624  0.783
25 Na -0.149 -2.906 1.722  0.822
26 H 0.127 -1.782 -0.970  -0.037
27 O -3.555 -1.484 -0.107  0.009
28 Na 1.616 -0.867 3.905  0.878
29 O 0.918 2.568 -1.777  -0.030
30 H -4.120 -0.759 0.178  0.039
31 H -3.651 2.058 -0.591  0.071

---

Molecular formula: CH14O5S2
Method: DFT, wB97M-V/def2-TZVPD

**Energy relative to the best compared isomer or geometry (same formula, charge and spin)**: 0.7455 eV
**HOMO energy**: -0.326 hartree
**SMILES string**: CSS.O.O.O.O.O
**Electronic energy**: -1219.0573 hartree
**Molecular weight**: 170.252 g mol⁻¹

Last column: Löwdin charge in e.
Positions of all 22 atoms, in Å:
1 H -2.019 -2.941 2.121  0.047
2 H -1.888 0.963 3.064  0.055
3 H 1.169 -1.052 -3.096  0.029
4 O 0.627 0.879 1.037  -0.056
5 O -1.808 0.240 2.433  -0.058
6 S -1.666 1.711 -3.738  0.273
7 H -1.329 0.594 1.673  0.015
8 H 0.948 2.870 -1.024  0.024
9 H 0.723 -2.152 1.667  0.015
10 H 1.989 -2.219 2.485  0.045
11 H 0.779 0.190 -1.961  0.001
12 S -0.987 -0.252 -3.620  0.359
13 O 1.804 2.803 -1.453  -0.055
14 H 0.823 0.865 0.092  0.010
15 O -1.231 -2.616 2.574  -0.068
16 H 0.011 -1.365 -1.748  0.030
17 H 2.379 3.457 -1.049  0.041
18 H -1.379 -1.660 2.658  -0.002
19 H -2.330 1.929 -2.590  -0.214
20 H 1.357 0.315 1.334  0.036
21 C 0.363 -0.652 -2.492  -0.461
22 O 1.667 -1.909 1.633  -0.065

---

Molecular formula: CH15NO5
Method: DFT, wB97M-V/def2-TZVPD

**Energy relative to the best compared isomer or geometry (same formula, charge and spin)**: 1.4558 eV
**HOMO energy**: -0.348 hartree
**SMILES string**: CN.O.O.O.O.O
**Electronic energy**: -478.0137 hartree
**Molecular weight**: 121.133 g mol⁻¹

Last column: Löwdin charge in e.
Positions of all 22 atoms, in Å:
1 H -1.421 -0.621 0.888  0.053
2 H -0.603 4.863 -1.196  0.044
3 H 0.652 -2.133 0.651  0.047
4 H 0.339 2.300 0.562  0.021
5 H 2.570 -0.499 -2.972  0.036
6 H 0.458 0.735 -3.077  0.026
7 H 0.628 -1.219 1.926  0.049
8 O 0.068 4.347 -0.740  -0.050
9 H -1.783 -2.386 0.772  0.059
10 H 3.779 0.351 -2.396  0.065
11 H 1.495 1.756 -3.605  0.004
12 C -1.232 -1.611 1.302  -0.208
13 H -2.924 -4.346 2.335  0.012
14 H -1.694 -1.630 2.294  0.056
15 O -2.709 -3.877 3.121  -0.056
16 O 2.958 0.366 -2.920  -0.051
17 H 0.649 3.886 -1.342  0.022
18 O 0.583 1.654 -3.339  -0.064
19 H -0.221 2.279 1.928  0.026
20 O -0.010 1.675 1.226  -0.058
21 H -1.741 -3.849 3.040  0.035
22 N 0.159 -2.041 1.542  -0.068

---

Molecular formula: CH15NO6
Method: DFT, wB97M-V/def2-TZVPD

**Energy relative to the best compared isomer or geometry (same formula, charge and spin)**: 4.5290 eV
**HOMO energy**: -0.395 hartree
**SMILES string**: C=N.O.O.O.O.O.O
**Electronic energy**: -553.1543 hartree
**Molecular weight**: 137.132 g mol⁻¹

Last column: Löwdin charge in e.
Positions of all 23 atoms, in Å:
1 O -1.846 -1.678 1.788  -0.037
2 O 2.452 -0.600 1.517  -0.056
3 H 2.705 2.017 -1.828  0.139
4 O 1.779 1.574 -1.702  -0.112
5 H 0.463 0.543 -0.751  0.048
6 H -0.248 0.229 -3.264  -0.042
7 H -1.747 -0.678 1.618  0.062
8 H 1.617 -0.936 1.482  -0.062
9 H -2.441 0.676 -0.035  0.040
10 H -1.748 -0.126 -1.539  0.079
11 O -0.372 1.333 2.425  0.040
12 H 0.091 -3.731 -0.113  0.025
13 H 0.872 1.174 -3.081  0.016
14 H -2.500 -1.852 2.395  0.007
15 H 2.021 0.339 1.379  0.078
16 H -0.611 1.195 1.636  -0.169
17 H 0.284 1.770 2.889  0.021
18 H -0.576 -2.661 0.900  -0.025
19 O -0.108 -2.824 0.084  -0.062
20 N -0.389 0.830 -0.200  0.034
21 C -1.607 0.411 -0.584  -0.023
22 H 1.497 2.388 -1.225  0.079
23 O 0.412 0.606 -3.792  -0.080

---

Molecular formula: CH15NO6
Method: DFT, wB97M-V/def2-TZVPD

**Energy relative to the best compared isomer or geometry (same formula, charge and spin)**: 2.3660 eV
**HOMO energy**: -0.386 hartree
**SMILES string**: C=N.O.O.O.O.O.O
**Electronic energy**: -553.2338 hartree
**Molecular weight**: 137.132 g mol⁻¹

Last column: Löwdin charge in e.
Positions of all 23 atoms, in Å:
1 H 0.035 0.255 -1.420  0.010
2 H 0.734 2.321 3.584  -0.006
3 H 1.066 -1.445 1.276  0.047
4 H 2.178 -2.079 -3.681  0.018
5 H -1.767 1.266 -1.515  -0.016
6 H -1.509 1.484 1.226  0.143
7 H 0.859 -1.510 -4.233  0.012
8 H -2.152 -0.193 -1.526  0.056
9 O 1.508 -2.183 -4.341  -0.038
10 O 0.233 2.810 2.992  -0.017
11 H -2.592 2.183 0.445  0.025
12 C -0.578 -2.521 1.365  -0.111
13 O 1.406 0.995 1.293  -0.022
14 H 1.180 0.823 0.394  -0.023
15 H 2.287 1.243 1.352  0.029
16 H 0.366 2.338 2.210  -0.058
17 N 0.191 -1.683 0.855  0.039
18 O -1.704 1.927 0.265  -0.082
19 H 0.970 -0.646 -0.585  -0.026
20 H -0.470 -3.165 2.248  0.066
21 H -1.600 -2.767 0.982  0.072
22 O -1.627 0.469 -1.971  -0.028
23 O 0.986 0.078 -1.215  -0.090

---

Molecular formula: CH15O7
Method: DFT, wB97M-V/def2-TZVPD

**Energy relative to the best compared isomer or geometry (same formula, charge and spin)**: 0.0000 eV
**HOMO energy**: -0.237 hartree
**Electronic energy**: -573.8646 hartree
**Molecular weight**: 139.124 g mol⁻¹
**Charge**: -1

Last column: Löwdin charge in e.
Positions of all 23 atoms, in Å:
1 H 1.018 -0.195 1.908  0.040
2 O -2.751 0.444 -1.748  -0.121
3 H -1.089 0.355 1.393  0.013
4 H 3.542 -0.789 -0.620  -0.013
5 H -0.854 2.304 0.394  -0.011
6 H 0.844 0.900 0.845  0.021
7 O 0.357 1.028 -2.078  -0.125
8 H 1.067 1.665 -2.163  0.034
9 H -1.861 -1.483 0.369  0.074
10 O 1.644 -1.240 -1.106  -0.104
11 O 1.534 0.348 1.301  -0.096
12 O -1.219 -0.398 2.034  -0.172
13 O 4.021 -0.375 0.100  -0.102
14 C -2.056 -1.343 1.436  -0.197
15 H -1.929 -2.316 1.915  0.065
16 H 1.187 -0.522 -1.578  -0.007
17 H -0.066 1.236 -1.177  -0.040
18 H 3.294 -0.083 0.672  -0.019
19 H -2.240 0.857 -0.990  0.010
20 H 1.467 -0.988 -0.171  0.017
21 H -3.117 -1.071 1.522  0.070
22 H -2.052 0.270 -2.397  0.013
23 O -0.742 1.395 0.140  -0.348

---

Molecular formula: CH16O6
Method: DFT, wB97M-V/def2-TZVPD

**Energy relative to the best compared isomer or geometry (same formula, charge and spin)**: 0.2381 eV
**HOMO energy (alpha / beta)**: 0.033 / -0.284 hartree
**Electronic energy**: -499.0884 hartree
**Molecular weight**: 124.133 g mol⁻¹
**Spin multiplicity**: 2
**Charge**: -1
**Expectation value of S²**: 0.7505

Last column: Löwdin charge in e.
Positions of all 23 atoms, in Å:
1 H 2.855 0.109 -0.709  -0.031
2 H -0.084 -3.924 0.943  0.011
3 O 3.376 0.075 0.113  -0.142
4 H -0.688 -1.288 -1.713  0.009
5 H -0.658 -0.205 -0.621  -0.027
6 H 2.400 0.904 -3.277  0.027
7 H -4.387 -1.804 3.665  0.011
8 H -5.086 -1.712 2.305  0.009
9 H -0.677 3.464 -0.875  0.008
10 O -0.948 -3.489 0.929  -0.145
11 H 0.499 2.223 -0.485  -0.024
12 O -0.588 -0.338 -1.587  -0.145
13 H 1.416 -0.128 -2.793  0.015
14 H 0.379 0.155 1.299  0.020
15 O -0.322 -0.518 1.215  -0.197
16 H -0.700 -2.553 0.801  -0.022
17 O 2.075 0.500 -2.459  -0.128
18 H -0.794 -0.500 2.061  0.009
19 C 0.339 3.292 -0.521  -0.133
20 H 4.287 0.103 -0.205  0.006
21 H 1.067 3.740 -1.209  0.007
22 O -4.249 -1.946 2.719  -0.137
23 H 0.488 3.836 0.404  -0.003

---

Molecular formula: CH16O6
Method: DFT, wB97M-V/def2-TZVPD

**Energy relative to the best compared isomer or geometry (same formula, charge and spin)**: 0.5815 eV
**HOMO energy**: -0.401 hartree
**SMILES string**: C.O.O.O.O.O.O
**Electronic energy**: -499.1305 hartree
**Molecular weight**: 124.133 g mol⁻¹

Last column: Löwdin charge in e.
Positions of all 23 atoms, in Å:
1 H -2.841 -0.912 -1.339  0.059
2 H -1.189 0.394 -2.356  -0.016
3 H -2.256 0.781 1.725  0.023
4 H -0.685 1.293 -3.563  0.059
5 H 1.434 -1.364 1.368  0.005
6 H 2.314 0.982 0.790  0.007
7 C -1.463 1.173 1.092  -0.026
8 O -0.665 -2.503 0.433  -0.092
9 H 1.388 -2.618 2.229  0.072
10 H 0.216 -2.934 0.466  0.034
11 H 0.972 1.665 -1.472  0.001
12 O 1.589 2.048 -0.849  -0.041
13 H -1.455 2.247 1.191  0.021
14 O -0.733 1.210 -2.593  -0.070
15 H -1.528 0.850 0.058  -0.009
16 O 1.618 -2.301 1.347  -0.056
17 H -0.333 -1.592 0.326  0.030
18 H -0.544 0.766 1.521  0.009
19 O -1.961 -1.119 -1.660  -0.058
20 O 2.369 0.455 1.593  -0.042
21 H 3.193 0.668 2.005  0.036
22 H -1.667 -1.797 -1.028  0.015
23 H 2.224 2.608 -1.283  0.039

---

Molecular formula: CH16O7
Method: DFT, wB97M-V/def2-TZVPD

**Energy relative to the best compared isomer or geometry (same formula, charge and spin)**: 4.0484 eV
**HOMO energy**: -0.254 hartree
**Electronic energy**: -574.2291 hartree
**Molecular weight**: 140.132 g mol⁻¹

Last column: Löwdin charge in e.
Positions of all 24 atoms, in Å:
1 H 2.352 1.176 -0.557  0.086
2 H -1.620 1.843 1.385  0.055
3 H -0.711 2.402 -1.366  0.004
4 H -2.108 2.451 -2.052  0.077
5 H 0.079 1.390 0.929  0.057
6 O -1.466 -0.094 1.487  -0.333
7 C -0.847 1.118 1.576  -0.364
8 O 2.231 0.227 -0.630  -0.002
9 H 2.411 -0.749 1.273  -0.021
10 O -1.885 -0.869 -3.083  -0.022
11 H -0.474 1.348 2.504  0.029
12 O -0.247 -1.852 3.086  -0.095
13 H 0.705 -0.386 -0.887  0.164
14 H 3.140 -1.913 2.046  0.090
15 H -0.766 -0.768 -1.662  0.079
16 H -0.665 -1.148 2.559  -0.038
17 O 2.308 -1.362 1.976  -0.045
18 H -0.604 -0.329 0.045  0.042
19 H -1.930 -0.328 -3.844  0.033
20 H 0.647 -1.719 2.841  -0.062
21 H -1.632 -1.593 -3.701  0.090
22 O -1.369 1.863 -1.753  -0.049
23 O -0.324 -0.780 -0.785  0.152
24 H 2.776 0.071 -1.386  0.074